Entry from the Open Molecules 2025 dataset: a molecular structure, C43H56ClN3O4SiY (ωB97M-V with the def2-TZVPD basis set).

lowest unoccupied orbital energy = 1.8 eV
gap between HOMO and LUMO = 6.22 eV

```
! wB97M-V def2-TZVPD RIJCOSX def2/J DEFGRID3
* xyz -1 1
Y 0.2266 0.3270 0.0689
C -4.7731 -4.9729 -2.3986
C -4.2473 -4.7100 -0.9825
C -3.7296 -6.0235 -0.3931
C -5.3855 -4.2015 -0.0905
C -3.1582 -3.6477 -1.0493
C -1.8356 -3.8865 -0.6930
C -0.9163 -2.8452 -0.7069
N -1.2315 -1.6018 -1.0455
C -2.4959 -1.3583 -1.4284
C -3.4721 -2.3532 -1.4527
C -2.8081 0.0543 -1.7225
C -3.8963 0.4351 -2.5043
C -4.1501 1.7826 -2.7399
C -3.2693 2.6958 -2.1685
C -2.2020 2.2380 -1.4107
N -1.9754 0.9545 -1.1749
C -5.3604 2.1953 -3.5676
C -6.6266 1.7973 -2.7985
C -5.3346 1.4769 -4.9214
C -5.3935 3.7023 -3.8250
H -5.5701 -5.7142 -2.3699
H -3.9802 -5.3472 -3.0433
H -5.1731 -4.0667 -2.8470
H -4.5543 -6.7286 -0.2991
H -3.3040 -5.8736 0.5967
H -2.9732 -6.4797 -1.0287
H -6.1338 -4.9821 0.0368
H -5.8810 -3.3349 -0.5197
H -5.0124 -3.9191 0.8913
H -1.5035 -4.8556 -0.3562
H 0.1045 -3.0071 -0.3912
H -4.4862 -2.0989 -1.7174
H -4.5251 -0.3224 -2.9410
H -3.3786 3.7583 -2.3143
H -1.4929 2.9314 -0.9776
H -6.6816 0.7210 -2.6579
H -7.5125 2.1124 -3.3469
H -6.6457 2.2660 -1.8166
H -5.3780 0.3975 -4.8089
H -4.4295 1.7222 -5.4716
H -6.1926 1.7823 -5.5186
H -5.4829 4.2658 -2.8985
H -6.2556 3.9461 -4.4448
H -4.4999 4.0371 -4.3468
N 5.3949 -5.2750 -1.6017
C 4.6742 -4.4218 -1.3224
C 3.7908 -3.3751 -0.9819
C 3.3158 -2.5170 -1.9725
C 2.4412 -1.5023 -1.6271
C 2.0049 -1.2823 -0.3040
C 2.5126 -2.1787 0.6587
C 3.3873 -3.2059 0.3429
H 3.6327 -2.6589 -2.9995
H 2.0877 -0.8541 -2.4262
H 2.1894 -2.0975 1.6920
H 3.7529 -3.8831 1.1054
Cl -7.1503 -3.0063 2.3651
C -5.4415 -2.6786 2.3450
C -4.6026 -3.4243 3.1549
C -3.2422 -3.1731 3.1135
C -2.7273 -2.1809 2.2849
C -3.5955 -1.4404 1.4943
C -4.9559 -1.6869 1.5129
C -1.2137 -1.9579 2.2044
O -0.4623 -2.8388 2.6110
O -0.8741 -0.8802 1.6268
H -5.0121 -4.1887 3.7977
H -2.5507 -3.7521 3.7087
H -3.1922 -0.6613 0.8627
H -5.6336 -1.1199 0.8927
C 2.7903 2.9885 -2.4180
O 2.1228 2.0936 -1.5382
C 0.8635 1.6125 -1.9382
O 0.4539 1.9745 -3.0342
H 3.5778 3.4761 -1.8407
H 2.0931 3.7330 -2.8148
H 3.2332 2.4504 -3.2623
C 0.2081 4.4077 0.8553
Si 0.1644 2.7127 1.8017
C -1.4066 2.9296 2.9815
C -1.3906 1.9011 4.1106
C -1.5598 4.3286 3.5837
C -2.6511 2.6572 2.1305
C 1.8360 2.7393 2.8522
C 2.0928 1.3681 3.4776
C 1.9196 3.8023 3.9463
C 2.9737 2.9962 1.8565
H 0.5862 5.2273 1.4639
H -0.7879 4.6972 0.5309
H 0.8274 4.3405 -0.0338
H -0.5953 2.1025 4.8276
H -1.2512 0.8940 3.7227
H -2.3350 1.9216 4.6581
H -0.7070 4.6034 4.2060
H -2.4542 4.3791 4.2109
H -1.6627 5.0869 2.8105
H -2.6383 1.6439 1.7405
H -2.7242 3.3425 1.2875
H -3.5581 2.7760 2.7260
H 1.3519 1.1115 4.2350
H 3.0771 1.3409 3.9505
H 2.0777 0.5712 2.7280
H 1.2242 3.6001 4.7602
H 1.7047 4.7970 3.5611
H 2.9219 3.8295 4.3771
H 2.9832 2.2637 1.0463
H 3.9406 2.9411 2.3655
H 2.8953 3.9811 1.4002
*
```

Entry from the Open Molecules 2025 dataset: a molecular structure, C43H57BiN5O2SSi3 (ωB97M-V with the def2-TZVPD basis set).

lowest unoccupied orbital energy = 2.5 eV
gap between HOMO and LUMO = 6.69 eV

```
! wB97M-V def2-TZVPD RIJCOSX def2/J DEFGRID3
* xyz -1 1
Bi -0.7938 -0.2150 -0.1019
C -0.4127 -3.2124 2.1693
C -1.3157 -2.4124 3.0648
C -1.8237 -2.9674 4.2650
C -2.6491 -2.2145 5.0419
C -2.9766 -0.8960 4.6548
C -3.8120 -0.0664 5.4370
C -4.0588 1.2102 5.0183
C -3.4849 1.7040 3.8328
C -2.6595 0.9364 3.0329
S -1.9351 1.6630 1.6172
C -2.4110 -0.4144 3.4504
N -1.6040 -1.1936 2.6847
H -0.1405 -4.1669 2.6197
H 0.4964 -2.6486 1.9605
H -0.9002 -3.4077 1.2109
H -1.5483 -3.9755 4.5470
H -3.0567 -2.6070 5.9673
H -4.2361 -0.4542 6.3557
H -4.6951 1.8624 5.6048
H -3.6792 2.7265 3.5337
C 3.5756 -0.5125 -2.0847
Si 1.8122 -1.1558 -2.1850
C 1.6101 -1.8929 -3.9091
C 1.6093 -2.5595 -0.9691
N 0.5845 0.0129 -1.8619
C 0.3371 1.1243 -2.6481
C 1.2008 1.6139 -3.6301
C 0.8656 2.7116 -4.4216
C -0.3355 3.3646 -4.2129
C -1.2029 2.9095 -3.2217
C -0.9123 1.7850 -2.4511
N -1.7648 1.2386 -1.5047
Si -3.4843 1.4858 -1.4876
C -4.0729 3.1494 -0.8467
C -4.2168 1.3306 -3.2219
C -4.2908 0.0932 -0.5198
H 4.2736 -1.3469 -1.9667
H 3.6937 0.1424 -1.2230
H 3.8678 0.0455 -2.9766
H 2.4684 -2.5342 -4.1336
H 1.5578 -1.1259 -4.6865
H 0.7081 -2.5075 -3.9572
H 2.3551 -3.3339 -1.1709
H 0.6184 -3.0123 -1.0610
H 1.7620 -2.2170 0.0559
H 2.1540 1.1244 -3.7855
H 1.5581 3.0587 -5.1792
H -0.6002 4.2354 -4.8007
H -2.1301 3.4416 -3.0453
H -3.7562 3.9646 -1.5026
H -3.6869 3.3405 0.1536
H -5.1670 3.1617 -0.8090
H -3.7499 1.9887 -3.9563
H -5.2812 1.5813 -3.1741
H -4.1284 0.3032 -3.5786
H -4.1227 0.1655 0.5552
H -3.9336 -0.8824 -0.8675
H -5.3701 0.1228 -0.7012
N -1.7973 -2.6879 -2.1908
C -2.0919 -2.1204 -3.1565
N -2.4669 -1.4478 -4.2310
C -3.5226 -1.9858 -5.0866
C -2.9165 -2.5476 -6.3609
O -2.1443 -1.5649 -7.0217
C -1.0605 -1.1360 -6.2016
C -1.5554 -0.5190 -4.9078
H -4.1984 -1.1627 -5.3379
H -4.0807 -2.7434 -4.5383
H -3.6974 -2.8602 -7.0546
H -2.2895 -3.4177 -6.1182
H -0.5007 -0.3994 -6.7765
H -0.4080 -1.9906 -5.9860
H -2.1123 0.3984 -5.1135
H -0.7306 -0.2665 -4.2456
C 4.0041 2.7935 2.4791
C 2.7988 2.3879 1.6262
C 1.6116 3.2888 2.0015
C 3.0955 2.6020 0.1372
Si 2.2422 0.6021 1.9597
O 1.0057 0.2341 1.0114
C 3.6408 -0.6713 1.7448
C 4.8740 -0.4452 1.1326
C 5.8134 -1.4588 0.9800
C 5.5377 -2.7376 1.4387
C 4.3209 -2.9917 2.0587
C 3.3971 -1.9690 2.2109
C 1.8192 0.4652 3.7981
C 0.5443 0.8334 4.2318
C 0.1813 0.7604 5.5702
C 1.1028 0.3225 6.5119
C 2.3830 -0.0341 6.1074
C 2.7327 0.0357 4.7646
H 4.2449 3.8508 2.3112
H 4.8975 2.2101 2.2451
H 3.7952 2.6685 3.5451
H 1.8540 4.3328 1.7675
H 1.3797 3.2293 3.0679
H 0.7066 3.0194 1.4524
H 3.2186 3.6725 -0.0682
H 2.2795 2.2341 -0.4909
H 4.0146 2.1058 -0.1828
H 5.1169 0.5394 0.7525
H 6.7590 -1.2477 0.4946
H 6.2655 -3.5309 1.3169
H 4.0935 -3.9861 2.4245
H 2.4589 -2.1827 2.7145
H -0.1699 1.1888 3.4996
H -0.8222 1.0421 5.8717
H 0.8261 0.2592 7.5579
H 3.1077 -0.3746 6.8381
H 3.7326 -0.2624 4.4651
*
```

Entry from the Open Molecules 2025 dataset: a molecular structure, C43H57FN5NiO3PS (ωB97M-V with the def2-TZVPD basis set).

lowest unoccupied orbital energy (alpha / beta) = -4.1 / -4.1 eV
gap between HOMO and LUMO (alpha / beta) = 4.10 / 4.03 eV

```
! wB97M-V def2-TZVPD RIJCOSX def2/J DEFGRID3
* xyz 1 2
Ni 0.5535 -1.1566 -1.3019
C 1.5051 -3.9202 5.7198
C 2.3622 -3.0230 4.8243
N 1.6242 -2.4926 3.6911
C 1.6853 -3.1988 2.5381
C 1.0666 -2.8161 1.3992
C 1.2389 -3.6197 0.1196
O 1.5937 -4.7817 0.2091
O 1.0388 -3.0138 -0.9866
C 0.3059 -1.6005 1.3929
O -0.4005 -1.2673 0.3876
C 0.3740 -0.7896 2.5576
C 0.5890 1.6668 3.2083
C 0.2389 1.6488 4.6467
F -0.2402 2.8381 5.1285
C 0.2818 0.5531 5.4378
C 0.7530 -0.7232 5.0301
C 0.9330 -1.2838 3.7581
N -0.0808 0.5963 6.8334
C 1.0234 0.6200 7.7799
C 0.4844 0.0261 9.1067
N -0.9436 -0.2773 8.8644
C -1.6903 0.9668 8.5904
C -1.1080 1.5276 7.2675
H 2.0980 -4.2751 6.5585
H 1.1560 -4.7791 5.1547
H 0.6345 -3.3910 6.1001
H 3.1948 -3.6124 4.4319
H 2.7967 -2.1911 5.3865
H 2.2719 -4.1063 2.5372
H 0.2823 2.6508 2.8306
H 0.9712 -1.3683 5.8656
H 1.4083 1.6391 7.9340
H 1.8380 0.0107 7.3885
H 0.5786 0.7296 9.9344
H 1.0058 -0.8961 9.3629
H -1.3627 -0.8445 9.6003
H -0.9300 -0.7425 7.9271
H -1.5620 1.6636 9.4182
H -2.7496 0.7408 8.4880
H -0.7209 2.5394 7.4416
H -1.8845 1.5922 6.5050
C 3.0672 0.5663 -0.5574
C 2.0697 0.8999 0.5159
C 2.6225 1.1386 1.7963
C 2.0522 1.4796 2.9738
C -0.2345 0.5926 2.4448
C -0.3748 1.0127 1.0107
C -1.7735 1.3441 0.6069
C 0.7085 0.9945 0.1356
N 0.3958 0.8174 -1.2474
C -0.0525 1.8435 -1.9689
C 0.0890 3.2345 -1.3862
C -0.6540 1.7434 -3.2255
C -1.3687 2.9494 -3.7804
N -0.7948 0.5620 -3.9540
C -2.0930 0.4276 -4.5596
C -3.2004 0.1741 -3.7358
C -3.1028 -0.0771 -2.2593
C -4.4723 0.1621 -4.2965
C -4.6675 0.3933 -5.6433
C -3.5765 0.6427 -6.4483
C -2.2911 0.6866 -5.9233
C -1.1869 1.1038 -6.8450
H 4.0846 0.6516 -0.1855
H 2.9611 1.2188 -1.4246
H 2.9252 -0.4749 -0.8828
H 3.7030 1.0606 1.8219
H 2.6969 1.6317 3.8263
H -1.2419 0.5744 2.8788
H -2.1973 2.0541 1.3188
H -2.3872 0.4434 0.6386
H -1.8372 1.7736 -0.3851
H 0.5347 3.1768 -0.3977
H -0.8691 3.7407 -1.3023
H 0.7363 3.8387 -2.0192
H -2.3252 3.1136 -3.2773
H -1.5840 2.8211 -4.8363
H -0.7749 3.8525 -3.6645
H -2.0818 -0.2230 -1.9054
H -3.6778 -0.9651 -1.9992
H -3.5462 0.7614 -1.7201
H -5.3182 -0.0096 -3.6487
H -5.6613 0.3980 -6.0596
H -3.7188 0.8438 -7.4984
H -1.3527 2.1318 -7.1701
H -1.1795 0.4868 -7.7412
H -0.2219 1.0413 -6.3562
S 2.8063 -2.0613 -3.2359
C 1.4685 -1.2624 -2.8872
C -1.7354 -2.7016 -4.7702
C -0.6644 -2.1108 -3.8635
P 0.4682 -0.5702 -4.3158
C 1.8725 0.7996 -4.3385
C 1.7706 2.0930 -5.1306
C 0.8041 -1.3209 -6.0022
C 1.8677 -0.8038 -6.9560
H -2.2991 -3.4312 -4.1914
H -1.2859 -3.2259 -5.6099
H -2.4352 -1.9649 -5.1510
H 0.0397 -2.9241 -3.6491
H -1.0946 -1.8223 -2.8855
H 2.7782 0.2618 -4.6321
H 2.0069 1.0604 -3.2849
H 2.6336 2.7145 -4.8945
H 0.8763 2.6437 -4.8648
H 1.7797 1.9337 -6.2032
H -0.1699 -1.3504 -6.4952
H 1.0586 -2.3507 -5.7294
H 1.6629 0.1987 -7.3153
H 1.8935 -1.4607 -7.8251
H 2.8530 -0.8164 -6.4998
*
```

Entry from the Open Molecules 2025 dataset: 6 unconnected molecules or ions with the total composition C43H57N6O8 (ωB97M-V with the def2-TZVPD basis set).

lowest unoccupied orbital energy = 1.9 eV
gap between HOMO and LUMO = 6.54 eV

```
! wB97M-V def2-TZVPD RIJCOSX def2/J DEFGRID3
* xyz -1 1
C -2.1035 -2.4255 0.5936
C -2.3678 -2.3458 -0.9177
O -1.4222 -2.4303 -1.6432
O -3.6039 -2.2304 -1.4840
C -4.6087 -1.7502 -0.5713
C -5.8432 -1.1563 -1.3102
C -5.4326 -0.0873 -2.3665
C -5.6287 1.3581 -1.7696
C -4.6846 2.4107 -2.4247
C -3.4790 2.7710 -1.4672
C -4.0834 3.6297 -0.3051
N -4.4011 5.0029 -0.7868
O -2.5987 3.5762 -2.2499
C -1.3372 3.8063 -1.6063
C -0.2665 3.0582 -2.4762
C 1.2275 3.3759 -2.0920
C 2.0420 3.5417 -3.4471
C 2.7033 2.1524 -3.7594
O 3.8423 2.0433 -2.8865
C -1.1165 5.3738 -1.6189
O -1.5774 5.9879 -0.3924
C -0.6846 5.8974 0.6113
C -0.8542 6.9140 1.7806
O 0.1958 5.0911 0.7059
C -2.8854 1.3946 -1.0074
O -2.4025 0.5579 -1.7761
O -2.9188 1.1746 0.2588
H -2.9856 -2.6999 1.2093
H -1.2857 -3.1328 0.8431
H -1.7759 -1.4212 0.9543
H -4.2372 -0.9555 0.1178
H -4.9552 -2.6301 0.0269
H -6.3909 -1.9752 -1.8246
H -6.4965 -0.6849 -0.5454
H -6.1477 -0.1644 -3.2254
H -4.4232 -0.2452 -2.7945
H -5.4994 1.3229 -0.6678
H -6.6865 1.6365 -1.9867
H -5.1885 3.3077 -2.8443
H -4.2047 1.9047 -3.2996
H -5.0409 3.1978 0.0742
H -3.3673 3.7145 0.5371
H -4.8526 5.5222 -0.0378
H -5.0213 4.9816 -1.5920
H -1.2998 3.5074 -0.5394
H -0.5288 3.2622 -3.5346
H -0.4229 1.9699 -2.3091
H 1.6392 2.4650 -1.6078
H 1.3573 4.2476 -1.4271
H 1.3829 3.7680 -4.3117
H 2.7981 4.3557 -3.3854
H 2.9968 2.0550 -4.8317
H 1.9514 1.3630 -3.5144
H 3.9583 1.1045 -2.6806
H -0.0812 5.6623 -1.8822
H -1.7711 5.7663 -2.4268
H -1.5488 7.7412 1.5391
H -1.2026 6.3489 2.6751
H 0.1431 7.3178 2.0617
N 2.8867 -3.0338 -3.2089
C 3.4566 -4.2016 -3.5206
C 2.7501 -5.3758 -3.7240
C 1.3693 -5.3405 -3.5939
C 0.7557 -4.1424 -3.2691
C 1.5542 -3.0228 -3.0894
H 4.5386 -4.1791 -3.6076
H 3.2665 -6.2934 -3.9764
H 0.7795 -6.2375 -3.7430
H -0.3178 -4.0735 -3.1562
H 1.1160 -2.0638 -2.8371
N 1.1519 8.0155 -2.5392
C 1.9239 8.3847 -3.5634
C 2.7011 9.5328 -3.5690
C 2.6736 10.3479 -2.4492
C 1.8779 9.9853 -1.3747
C 1.1419 8.8142 -1.4702
H 1.9100 7.7165 -4.4181
H 3.3108 9.7813 -4.4277
H 3.2656 11.2549 -2.4140
H 1.8293 10.5958 -0.4826
H 0.5066 8.4864 -0.6534
N 4.7105 -7.8263 -0.1835
C 4.2898 -6.6175 -0.5680
C 5.1389 -5.5539 -0.8341
C 6.5019 -5.7519 -0.6901
C 6.9616 -6.9972 -0.2905
C 6.0291 -7.9944 -0.0531
H 3.2146 -6.5091 -0.6642
H 4.7422 -4.5969 -1.1450
H 7.1984 -4.9456 -0.8872
H 8.0191 -7.1904 -0.1664
H 6.3410 -8.9861 0.2581
N 0.0128 -4.3672 2.4353
C -0.2455 -4.5465 3.7330
C 0.6239 -5.1707 4.6145
C 1.8307 -5.6401 4.1206
C 2.1201 -5.4671 2.7764
C 1.1821 -4.8259 1.9822
H -1.2033 -4.1650 4.0713
H 0.3627 -5.2862 5.6593
H 2.5379 -6.1350 4.7761
H 3.0518 -5.8205 2.3533
H 1.3643 -4.6633 0.9243
N 0.1442 -5.1957 8.2897
C 0.5535 -6.2124 9.0532
C 0.7752 -6.1126 10.4176
C 0.5645 -4.8868 11.0276
C 0.1418 -3.8171 10.2560
C -0.0540 -4.0242 8.8996
H 0.7080 -7.1506 8.5308
H 1.1045 -6.9720 10.9865
H 0.7278 -4.7667 12.0919
H -0.0330 -2.8442 10.6956
H -0.3879 -3.2177 8.2555
*
```